C32H23F2N8O2Tl as an isolated structure. Source: OMol25; level of theory: the ωB97M-V functional and the def2-TZVPD basis.

Properties
**E_HOMO**: -7.8 eV
**E**: -2193.97575 Eh

Element x y z (Å)
1 Tl -0.5494 1.0258 -0.8734
2 C -3.8561 -1.2187 -2.8687
3 C -4.3070 -2.1351 -1.9195
4 C -3.9739 -1.9586 -0.5992
5 C -3.1561 -0.8851 -0.2161
6 N -2.7059 -0.0258 -1.1417
7 C -3.0637 -0.1895 -2.4279
8 N -2.9278 -0.7529 1.1413
9 C -1.9300 -0.2256 1.7532
10 N -0.7844 0.3882 1.2844
11 C 0.0604 0.6321 2.3394
12 N 1.2672 1.0804 2.3838
13 C 2.0215 1.5748 1.3399
14 C 3.3975 1.7273 1.5913
15 C 4.2106 2.3125 0.6546
16 C 3.6547 2.7734 -0.5409
17 C 2.3124 2.5697 -0.7331
18 N 1.5106 1.9654 0.1611
19 C -0.6203 0.2156 3.5945
20 C -0.2076 0.2560 4.9097
21 C -1.0912 -0.2291 5.8707
22 C -2.3361 -0.7444 5.5075
23 C -2.7312 -0.7892 4.1734
24 C -1.8501 -0.2913 3.2368
25 H -4.1128 -1.3048 -3.9158
26 H -4.9244 -2.9736 -2.2181
27 H -4.3207 -2.6267 0.1776
28 H -2.6843 0.5549 -3.1204
29 H 3.7705 1.3786 2.5442
30 H 5.2701 2.4284 0.8468
31 H 4.2503 3.2672 -1.2975
32 H 1.8330 2.8869 -1.6550
33 H 0.7687 0.6459 5.1741
34 H -0.8084 -0.2103 6.9162
35 H -3.0002 -1.1217 6.2765
36 H -3.6861 -1.2023 3.8711
37 O -0.7804 -3.1068 1.4181
38 C 0.5554 -3.2093 1.5405
39 C 1.0532 -3.9768 2.5944
40 C 2.4143 -4.0795 2.7925
41 C 3.3122 -3.4214 1.9499
42 C 2.8224 -2.6668 0.9038
43 C 1.4456 -2.5531 0.6765
44 C 0.9166 -1.7220 -0.4275
45 O -0.3291 -1.6166 -0.6054
46 N 1.8121 -1.0989 -1.2096
47 N 1.1973 -0.1757 -1.9580
48 C 1.6968 0.1703 -3.0802
49 C 1.0392 1.1899 -3.9119
50 C 1.4806 1.4509 -5.2039
51 C 0.7930 2.3714 -5.9739
52 C -0.3148 3.0129 -5.4393
53 C -0.6794 2.7063 -4.1391
54 N -0.0154 1.8215 -3.3955
55 H -0.9448 -2.4704 0.6838
56 H 0.3437 -4.4702 3.2476
57 H 2.7871 -4.6743 3.6185
58 H 4.3797 -3.5034 2.1137
59 H 3.4900 -2.1473 0.2293
60 H 2.5839 -0.3353 -3.4522
61 H 2.3457 0.9262 -5.5903
62 H 1.1138 2.5843 -6.9857
63 H -0.8811 3.7363 -6.0097
64 H -1.5301 3.1890 -3.6674
65 F -1.8773 3.2673 0.5000
66 C -1.4910 3.0411 -0.7848
67 F -2.6178 3.1130 -1.5693
68 H -0.8209 3.8487 -1.0856

These are the Mulliken partial charges, in e, on atoms 1 to 5:
1 Tl 2.456
2 C -0.911
3 C -0.368
4 C -0.697
5 C 0.394


C32H23GaN4O5 as an isolated structure in a non-equilibrium geometry. Source: OMol25; level of theory: the ωB97M-V functional and the def2-TZVPD basis.

Properties
**Relative energy (zero: lowest compared OMol25 entry of this formula, charge and spin)**: 87.50 kJ/mol
**E_HOMO**: -7.4 eV
**E**: -3753.30790 Eh

Element x y z (Å)
1 Ga -0.4707 0.8464 1.5048
2 C 2.4815 3.5441 -0.3133
3 C 1.2950 2.9759 0.0921
4 N 1.1873 1.8105 0.7252
5 C 2.3173 1.2137 1.0950
6 C 3.5951 1.6859 0.7628
7 C 3.6589 2.8775 0.0770
8 C 4.7578 0.9810 1.1285
9 C 4.6449 -0.1887 1.7961
10 C 3.3744 -0.7366 2.0736
11 C 2.1929 -0.0623 1.8082
12 N 0.9112 -0.3652 2.1370
13 C 0.5164 -1.3535 2.9567
14 C 1.3027 -2.1055 3.8437
15 C 0.6778 -3.1092 4.6111
16 C -0.6337 -3.4168 4.5743
17 C -1.4503 -2.5875 3.7562
18 C -2.8552 -2.8414 3.6195
19 C -3.5672 -2.0655 2.7938
20 C -2.9718 -0.9814 2.1432
21 N -1.6739 -0.7641 2.2138
22 C -0.9157 -1.5697 2.9848
23 H 2.5308 4.5397 -0.7607
24 H 0.3199 3.4311 -0.1208
25 H 4.6143 3.3166 -0.1591
26 H 5.6827 1.4438 0.8693
27 H 5.4673 -0.8224 2.0392
28 H 3.3206 -1.7355 2.4664
29 H 2.3379 -1.8091 4.0026
30 H 1.3684 -3.6452 5.2408
31 H -1.0627 -4.1417 5.2507
32 H -3.3328 -3.6479 4.1218
33 H -4.6366 -2.2020 2.6643
34 H -3.5605 -0.2681 1.5699
35 O -0.4648 -0.4314 -0.6595
36 C -1.0696 0.2645 -1.7201
37 C -1.8145 1.4420 -1.0188
38 O -2.4559 2.2687 -1.6569
39 O -1.7243 1.4819 0.3048
40 C -2.0042 -0.5523 -2.5543
41 C -3.3871 -0.2935 -2.6211
42 C -4.2088 -1.0195 -3.4775
43 C -3.6922 -1.9834 -4.2852
44 C -2.3214 -2.2492 -4.2758
45 C -1.4668 -1.5505 -3.4067
46 C 0.0566 0.8632 -2.5774
47 C -0.2474 1.6572 -3.6689
48 C 0.7296 2.2176 -4.4704
49 C 2.0669 2.0027 -4.2187
50 C 2.3719 1.1730 -3.1218
51 C 1.3787 0.6443 -2.3107
52 H -0.1222 -1.2871 -0.9364
53 H -3.8543 0.5062 -2.0346
54 H -5.2740 -0.8264 -3.5196
55 H -4.4098 -2.5000 -4.9043
56 H -1.9364 -2.9912 -4.9543
57 H -0.3844 -1.7014 -3.4237
58 H -1.2886 1.7912 -3.8615
59 H 0.4524 2.9401 -5.2305
60 H 2.8678 2.4516 -4.8100
61 H 3.4264 0.8577 -2.9373
62 H 1.6635 0.0547 -1.4519
63 O -2.0476 1.5752 4.0228
64 N -1.5786 2.5692 3.5573
65 O -0.6846 2.3779 2.6547

These are the Mulliken partial charges, in e, on atoms 1 to 5:
1 Ga 0.757
2 C -1.360
3 C 0.042
4 N 0.077
5 C 0.565


C32H24AgAsN9Te as an isolated structure. Source: OMol25; level of theory: the ωB97M-V functional and the def2-TZVPD basis.

Properties
**Relative energy (zero: lowest compared OMol25 entry of this formula, charge and spin)**: 121.97 kJ/mol
**Charge**: -1
**E_HOMO**: -4.5 eV
**E**: -4377.40626 Eh

Element x y z (Å)
1 Ag 0.6064 -1.3571 0.0651
2 N 2.0758 -3.7271 -2.0095
3 C 0.7712 -4.0017 -1.6625
4 N 0.1310 -5.0531 -2.1587
5 N -1.0844 -5.0106 -1.5858
6 N -1.1817 -3.9970 -0.7999
7 N -0.0092 -3.3186 -0.8159
8 C 2.8880 -2.6602 -1.6954
9 N 4.1229 -2.5683 -2.1738
10 N 4.6004 -1.4206 -1.6629
11 N 3.7167 -0.8496 -0.9230
12 N 2.5975 -1.6136 -0.9144
13 H 2.4936 -4.4005 -2.6283
14 C -2.6880 4.9182 -2.0512
15 C -1.4068 4.8678 -1.5189
16 C -0.8514 3.6475 -1.1688
17 C -1.5607 2.4657 -1.3657
18 C -2.8466 2.5218 -1.8857
19 C -3.4071 3.7455 -2.2278
20 As -0.6544 0.7736 -0.9083
21 C 0.4769 0.6821 -2.4856
22 C 1.6979 1.3044 -2.6798
23 C 2.3952 1.0917 -3.8597
24 C 1.8772 0.2466 -4.8309
25 C 0.6680 -0.4005 -4.6279
26 C -0.0415 -0.1899 -3.4516
27 C -1.3119 -0.8378 -3.0854
28 C -1.9987 -1.7732 -3.8491
29 C -3.1679 -2.3386 -3.3641
30 C -3.6546 -1.9865 -2.1145
31 C -2.9724 -1.0607 -1.3404
32 C -1.8131 -0.4793 -1.8272
33 H -3.1242 5.8702 -2.3272
34 H -0.8389 5.7792 -1.3777
35 H 0.1463 3.6060 -0.7441
36 H -3.4096 1.6093 -2.0401
37 H -4.4081 3.7789 -2.6396
38 H 2.1258 1.9186 -1.8965
39 H 3.3597 1.5597 -4.0070
40 H 2.4313 0.0708 -5.7442
41 H 0.2883 -1.0874 -5.3735
42 H -1.6087 -2.0799 -4.8111
43 H -3.6858 -3.0834 -3.9541
44 H -4.5439 -2.4650 -1.7260
45 H -3.3263 -0.8104 -0.3465
46 Te 0.7839 -1.4867 2.8707
47 C 0.6488 -1.4079 5.0156
48 C 1.8182 -1.4231 5.7651
49 C 1.7584 -1.3945 7.1513
50 C 0.5285 -1.3562 7.7929
51 C -0.6403 -1.3441 7.0453
52 C -0.5811 -1.3731 5.6587
53 C 0.8027 0.6398 2.7135
54 C -0.3919 1.3510 2.7162
55 C -0.3805 2.7362 2.6510
56 C 0.8269 3.4176 2.5753
57 C 2.0195 2.7087 2.5478
58 C 2.0089 1.3221 2.6139
59 H 2.7775 -1.4560 5.2639
60 H 2.6748 -1.4071 7.7280
61 H 0.4810 -1.3381 8.8745
62 H -1.6026 -1.3172 7.5412
63 H -1.4952 -1.3685 5.0784
64 H -1.3351 0.8202 2.7640
65 H -1.3145 3.2847 2.6547
66 H 0.8366 4.4998 2.5361
67 H 2.9624 3.2357 2.4712
68 H 2.9388 0.7694 2.5660

These are the Mulliken partial charges, in e, on atoms 1 to 5:
1 Ag -0.419
2 N -0.128
3 C 0.471
4 N -0.548
5 N -0.587


C32H24AsClN4O8S4V as an isolated structure. Source: OMol25; level of theory: the ωB97M-V functional and the def2-TZVPD basis.

Properties
**Multiplicity**: 2
**Relative energy (zero: lowest compared OMol25 entry of this formula, charge and spin)**: 56.75 kJ/mol
**⟨S²⟩**: 0.7880
**E_HOMO (spin up / spin down)**: -8.3 / -8.4 eV
**E**: -7287.58441 Eh

Element x y z (Å)
1 V -0.5639 0.8639 -0.7688
2 O -3.0843 4.0835 0.8383
3 As -2.0173 2.8495 1.4400
4 O -0.9595 3.4774 2.4881
5 O -1.2153 2.2843 -0.0102
6 C -3.1316 1.4086 2.0045
7 C -3.3152 1.3566 3.3786
8 C -4.1142 0.3638 3.9309
9 C -4.7092 -0.5742 3.1083
10 C -4.5207 -0.5288 1.7306
11 C -3.7340 0.4620 1.1657
12 S -3.6767 0.5245 -0.6246
13 O -4.6411 -0.4226 -1.0952
14 O -3.8263 1.9045 -0.9847
15 O -2.2792 0.0210 -0.9992
16 H -2.7380 4.9362 1.1346
17 H -2.8061 2.0740 4.0112
18 H -4.2541 0.3255 5.0033
19 H -5.3290 -1.3539 3.5320
20 H -4.9966 -1.2451 1.0762
21 N 2.5730 -1.8927 -1.8598
22 C 2.1361 -2.8150 -2.8406
23 C 3.0478 -3.4227 -3.6854
24 C 2.6019 -4.3251 -4.6429
25 C 1.2496 -4.5878 -4.7761
26 C 0.3348 -3.9434 -3.9526
27 C 0.7806 -3.0769 -2.9707
28 S -0.3541 -2.2848 -1.8747
29 N 0.5121 -0.8483 -1.5084
30 C 1.7905 -0.8451 -1.4742
31 C 2.4123 0.3636 -0.8790
32 C 3.7693 0.5286 -0.6776
33 C 4.2067 1.6437 0.0235
34 C 3.2764 2.5419 0.5104
35 C 1.9338 2.3220 0.2514
36 N 1.5205 1.2670 -0.4464
37 H 3.5670 -1.7493 -1.8213
38 H 4.1047 -3.1997 -3.5932
39 H 3.3188 -4.8142 -5.2885
40 H 0.9003 -5.2830 -5.5271
41 H -0.7289 -4.1118 -4.0666
42 H 4.4855 -0.1938 -1.0410
43 H 5.2627 1.7929 0.2032
44 H 3.5742 3.4006 1.0943
45 H 1.1643 2.9831 0.6315
46 O -0.6545 1.9874 5.3284
47 S 0.1661 0.8804 4.9356
48 O 1.4506 0.7160 5.5462
49 N 0.3566 0.8379 3.2775
50 C -0.2078 -0.2045 2.7805
51 S -0.0724 -0.7166 1.1289
52 C -0.9097 -1.1030 3.7482
53 C -1.6212 -2.2631 3.5038
54 C -2.1972 -2.9141 4.5892
55 C -2.0638 -2.4113 5.8797
56 C -1.3452 -1.2440 6.1216
57 C -0.7771 -0.6168 5.0342
58 H -1.7253 -2.6359 2.4935
59 H -2.7610 -3.8238 4.4270
60 H -2.5215 -2.9374 6.7075
61 H -1.2341 -0.8466 7.1219
62 Cl 0.5881 -0.5375 -4.9409
63 C 1.5205 0.7858 -4.3044
64 C 2.8100 0.9527 -4.7930
65 C 3.5656 2.0380 -4.3853
66 C 3.0108 2.9695 -3.5145
67 C 1.7314 2.7808 -3.0296
68 C 0.9576 1.6642 -3.3753
69 C -0.3571 1.4436 -2.7458
70 H 3.1997 0.2402 -5.5078
71 H 4.5677 2.1734 -4.7706
72 H 3.5769 3.8437 -3.2194
73 H 1.3012 3.5076 -2.3502
74 H -1.0116 0.7867 -3.3126
75 H -0.8710 2.3862 -2.5223

These are the Mulliken partial charges, in e, on atoms 1 to 5:
1 V 1.304
2 O -0.550
3 As 0.616
4 O -0.624
5 O -0.488


Q: Look up the E of the second one.
A: -3753.30790 Eh


Q: Look up the E of the second one.
A: -3753.30790 Eh


Q: The lowest E belongs to which entry?
A: C32H24AsClN4O8S4V